Record 1
# C3H4BrNO

C3H4BrNO in the gas phase at a distorted geometry (wB97M-V/def2-TZVPD, the Open Molecules 2025 dataset).

As for the LUMO energy: 0.28 eV. The total charge is 0. As for the orbital gap: 9.40 eV.

Geometry as XYZ:
```
10
C3H4BrNO (wB97M-V/def2-TZVPD)
C -0.064 0.820 0.242
C -0.394 -0.667 0.270
C 1.948 0.235 -0.728
N 1.066 1.134 -0.192
O 0.669 -1.349 -0.314
Br 3.578 -0.059 0.096
H -0.757 1.464 0.615
H -0.423 -1.158 1.306
H -1.344 -0.682 -0.253
H 1.733 0.237 -1.835
```

=====

Record 2
# C3H4BrNO2

2 unconnected molecules or ions with the total composition C3H4BrNO2 at a distorted geometry (wB97M-V/def2-TZVPD, the Open Molecules 2025 dataset).

As for the LUMO energy (alpha / beta): -2.72 / -3.09 eV. The total charge is 0. As for the orbital gap (alpha / beta): 7.70 / 6.89 eV.

Geometry as XYZ:
```
11
C3H4BrNO2 (wB97M-V/def2-TZVPD)
C -0.349 0.482 1.741
C 0.376 0.533 0.655
C 0.082 -0.478 -0.363
N 0.704 -0.481 -1.603
O 1.497 0.370 -1.837
O 0.542 -1.424 -2.323
Br -2.432 0.168 -1.249
H -0.378 1.260 2.404
H -0.935 -0.340 1.979
H 1.081 1.364 0.496
H -0.187 -1.454 0.101
```

=====

The records above give, respectively, ΔE to the lowest compared entry with this formula, charge and spin values of 282.0, 507.2 kJ/mol.